# 1
{"formula": "C32H88CuN8O12S", "method": "ωB97M-V/def2-TZVPD", "e_lumo_ha": 0.069, "relative_energy_kj_mol": 0.0, "charge": -1, "gap_ha": 0.25014, "homo_energy_ev": -4.925, "largest_force_ev_per_a": 3.3, "elements": ["Cu", "S", "O", "O", "O", "O", "C", "C", "C", "O", "C", "N", "H", "H", "H", "H", "H", "H", "H", "H", "H", "H", "H", "C", "C", "C", "O", "C", "N", "H", "H", "H", "H", "H", "H", "H", "H", "H", "H", "H", "C", "C", "C", "O", "C", "N", "H", "H", "H", "H", "H", "H", "H", "H", "H", "H", "H", "C", "C", "C", "O", "C", "N", "H", "H", "H", "H", "H", "H", "H", "H", "H", "H", "H", "C", "C", "C", "O", "C", "N", "H", "H", "H", "H", "H", "H", "H", "H", "H", "H", "H", "C", "C", "C", "O", "C", "N", "H", "H", "H", "H", "H", "H", "H", "H", "H", "H", "H", "C", "C", "C", "O", "C", "N", "H", "H", "H", "H", "H", "H", "H", "H", "H", "H", "H", "C", "C", "C", "O", "C", "N", "H", "H", "H", "H", "H", "H", "H", "H", "H", "H", "H"], "positions_angstrom": [[-0.09, -0.40, -0.22], [1.20, -2.04, 1.76], [0.50, -2.55, 0.55], [0.53, -2.68, 2.89], [2.60, -2.44, 1.85], [1.09, -0.55, 1.85], [2.89, -1.70, -2.06], [2.91, -0.36, -1.21], [4.17, 0.49, -1.43], [4.02, 1.70, -0.60], [4.96, 2.75, -0.86], [1.73, 0.41, -1.57], [2.23, -2.40, -1.55], [3.89, -2.12, -2.06], [2.55, -1.53, -3.09], [2.85, -0.62, -0.15], [4.25, 0.75, -2.48], [5.06, -0.11, -1.26], [4.92, 3.45, -0.03], [4.76, 3.32, -1.76], [5.98, 2.40, -1.01], [1.71, 1.24, -1.00], [1.86, 0.76, -2.51], [-0.19, 5.29, -0.81], [1.02, 4.80, -1.62], [2.12, 5.84, -1.52], [3.28, 5.31, -2.24], [4.42, 6.19, -2.06], [1.41, 3.55, -1.02], [-0.33, 6.33, -1.11], [-0.05, 5.31, 0.27], [-1.11, 4.84, -1.18], [0.74, 4.61, -2.65], [2.31, 6.05, -0.47], [1.89, 6.80, -1.99], [4.22, 7.22, -2.37], [5.33, 5.95, -2.59], [4.69, 6.15, -1.00], [1.56, 3.68, -0.03], [2.34, 3.32, -1.35], [-3.73, -5.21, 2.11], [-2.66, -4.14, 1.72], [-3.02, -2.66, 2.08], [-3.98, -2.14, 1.14], [-4.28, -0.77, 1.30], [-1.46, -4.56, 2.46], [-4.00, -4.96, 3.13], [-3.33, -6.23, 2.10], [-4.62, -5.18, 1.47], [-2.42, -4.41, 0.69], [-2.15, -2.01, 2.07], [-3.33, -2.63, 3.13], [-4.85, -0.65, 2.23], [-4.85, -0.45, 0.44], [-3.44, -0.08, 1.36], [-0.75, -3.85, 2.49], [-1.69, -4.64, 3.44], [-3.35, -2.81, -2.76], [-1.94, -3.00, -2.17], [-0.86, -2.62, -3.22], [-0.97, -3.71, -4.14], [0.14, -3.84, -4.98], [-1.80, -2.18, -0.99], [-3.42, -3.33, -3.72], [-3.46, -1.76, -3.02], [-4.21, -3.19, -2.21], [-1.78, -4.03, -1.84], [0.13, -2.53, -2.77], [-1.07, -1.71, -3.78], [0.20, -2.95, -5.60], [0.11, -4.81, -5.48], [1.09, -3.85, -4.45], [-0.95, -2.46, -0.52], [-2.54, -2.39, -0.33], [-1.74, 1.45, -3.52], [-2.19, 1.92, -2.07], [-3.49, 1.30, -1.57], [-4.59, 1.83, -2.30], [-5.76, 1.24, -1.85], [-1.11, 1.61, -1.15], [-2.26, 2.08, -4.23], [-2.12, 0.43, -3.63], [-0.67, 1.43, -3.74], [-2.29, 3.01, -2.07], [-3.60, 1.62, -0.54], [-3.43, 0.22, -1.46], [-5.66, 0.16, -1.73], [-6.59, 1.35, -2.54], [-6.07, 1.62, -0.87], [-1.24, 2.05, -0.25], [-0.31, 2.18, -1.38], [3.29, 1.66, 3.59], [2.64, 2.83, 2.90], [3.58, 4.02, 2.62], [3.89, 4.68, 3.85], [4.84, 5.74, 3.62], [2.09, 2.35, 1.68], [3.75, 1.93, 4.54], [4.04, 1.26, 2.91], [2.56, 0.85, 3.67], [1.83, 3.09, 3.59], [3.14, 4.76, 1.95], [4.49, 3.64, 2.16], [4.15, 6.52, 3.32], [5.52, 5.57, 2.79], [5.34, 6.02, 4.55], [1.98, 1.35, 1.75], [2.79, 2.31, 0.95], [-1.02, 2.49, 4.00], [-1.69, 2.17, 2.63], [-2.21, 3.43, 1.86], [-3.29, 4.13, 2.52], [-4.31, 3.38, 3.05], [-0.74, 1.43, 1.80], [-1.73, 3.01, 4.65], [-0.21, 3.20, 3.87], [-0.66, 1.62, 4.55], [-2.46, 1.41, 2.77], [-2.56, 3.06, 0.90], [-1.30, 3.98, 1.62], [-4.87, 4.17, 3.57], [-4.03, 2.64, 3.79], [-4.92, 2.81, 2.35], [-0.42, 0.56, 2.21], [0.12, 1.96, 1.78], [0.57, -7.73, 1.21], [1.20, -6.51, 0.53], [0.60, -6.03, -0.76], [0.67, -7.16, -1.64], [-0.25, -7.08, -2.71], [1.28, -5.44, 1.52], [-0.34, -7.47, 1.75], [1.23, -8.12, 1.99], [0.29, -8.51, 0.51], [2.23, -6.79, 0.35], [1.16, -5.17, -1.13], [-0.43, -5.75, -0.55], [-0.13, -6.10, -3.17], [-1.28, -7.20, -2.37], [-0.07, -7.80, -3.51], [1.46, -4.58, 1.01], [0.32, -5.32, 1.79]]}

# 2
{"formula": "C19H21NO5PtSSi", "method": "ωB97M-V/def2-TZVPD", "e_lumo_ha": 0.156, "relative_energy_kj_mol": 17.5, "charge": -2, "gap_ha": 0.18233, "homo_energy_ev": -0.707, "largest_force_ev_per_a": 2.1, "elements": ["Pt", "C", "Si", "C", "C", "C", "C", "C", "C", "N", "C", "S", "H", "H", "H", "H", "H", "H", "H", "H", "H", "H", "H", "H", "O", "C", "C", "O", "C", "C", "O", "C", "O", "O", "C", "C", "C", "C", "C", "C", "H", "H", "H", "H", "H", "H", "H", "H", "H"], "positions_angstrom": [[-0.99, -0.03, -0.61], [4.07, 4.80, -0.49], [2.25, 4.20, -0.51], [1.45, 4.99, 1.05], [1.46, 5.02, -2.05], [2.25, 2.34, -0.62], [3.40, 1.54, -0.50], [3.31, 0.16, -0.51], [2.07, -0.44, -0.68], [0.96, 0.30, -0.85], [1.04, 1.65, -0.79], [-0.49, 2.40, -0.92], [4.13, 5.89, -0.49], [4.60, 4.44, -1.37], [4.60, 4.44, 0.38], [1.54, 6.08, 1.02], [1.92, 4.64, 1.96], [0.40, 4.74, 1.10], [1.55, 6.10, -2.03], [0.41, 4.76, -2.10], [1.94, 4.65, -2.95], [4.37, 2.02, -0.37], [4.19, -0.46, -0.37], [1.93, -1.51, -0.67], [-5.57, 0.02, 3.74], [-4.60, 0.03, 2.96], [-3.18, 0.03, 3.33], [-2.70, 0.03, 4.47], [-2.41, 0.04, 2.05], [-3.34, 0.00, 0.95], [-2.98, -0.08, -0.29], [-4.69, 0.03, 1.45], [-5.75, 0.13, 0.82], [-1.17, 0.14, 1.93], [-2.43, -5.14, -0.02], [-1.07, -4.67, -0.55], [-0.83, -5.24, -1.95], [0.03, -5.16, 0.41], [-1.02, -3.21, -0.61], [-0.93, -2.01, -0.70], [-2.48, -6.23, 0.02], [-3.23, -4.77, -0.65], [-2.59, -4.75, 0.99], [-0.84, -6.33, -1.95], [0.13, -4.89, -2.34], [-1.61, -4.88, -2.63], [0.05, -6.25, 0.46], [-0.15, -4.76, 1.40], [1.01, -4.81, 0.08]]}